1:
The following is a DFT calculation (ωB97M-V with the def2-TZVPD basis set) of an isolated molecule of C5H8S.

```
! RIJCOSX wB97M-V def2-TZVPD def2/J DEFGRID3
* xyz 0 1
C 1.4411 0.3014 0.1049
C 0.9417 -0.9868 -0.5864
C 0.3196 -0.5617 0.7282
C -1.1164 0.0057 0.7662
C -1.4568 0.8336 -0.3927
S -2.4208 -0.6682 -0.0227
H 2.4806 0.5089 0.3891
H 0.9926 1.3349 -0.1394
H 0.4053 -0.9199 -1.5220
H 1.6251 -1.7742 -0.6511
H 0.6554 -1.3244 1.4513
H -1.2156 0.6824 1.6779
H -0.6674 0.6988 -1.2402
H -1.9845 1.8696 -0.5630
*
```

As for the LUMO energy: 0.97 eV. The calculation puts the HOMO energy at -8.88 eV.

These are the Mulliken partial charges, in e, on atoms 1 to 2: number 1, C, carries -0.424; number 2, C, carries -0.702

***

2:
The following is a DFT calculation (ωB97M-V with the def2-TZVPD basis set) of an isolated molecule of C5H8S.

```
! RIJCOSX wB97M-V def2-TZVPD def2/J DEFGRID3
* xyz 0 1
C -0.1834 -0.9008 0.8638
C 0.3401 -1.3490 -0.2183
C 0.5318 -0.6128 -1.4575
S -0.3282 0.9714 -1.6083
C -0.1003 1.6017 0.0811
C -0.7010 0.5011 1.1032
H -0.0787 -1.5830 1.6860
H 0.8173 -2.3687 -0.2068
H 0.1626 -1.1966 -2.3403
H 1.5919 -0.4927 -1.6310
H 0.9475 1.7377 0.3777
H -0.5116 2.6399 0.1502
H -0.7014 0.6636 2.2023
H -1.7863 0.3882 0.9980
*
```

As for the LUMO energy: 0.97 eV. The calculation puts the HOMO energy at -8.57 eV.

These are the Mulliken partial charges, in e, on atoms 1 to 2: number 1, C, carries -0.222; number 2, C, carries -0.368

***

Most stable one: 2, least stable one: 1.

***

1:
The following is a DFT calculation (ωB97M-V with the def2-TZVPD basis set) of an isolated molecule of C5H8S.

```
! RIJCOSX wB97M-V def2-TZVPD def2/J DEFGRID3
* xyz 0 1
C 2.8193 -1.2363 0.0968
C 2.1842 -0.2018 0.0236
C 1.4942 1.0559 -0.2147
C 0.0948 1.0846 0.3538
C -0.6801 -0.1892 -0.2521
S -2.4440 -0.3342 -0.0356
H 3.4974 -2.0775 0.1937
H 2.0966 1.8784 0.2447
H 1.4864 1.2544 -1.2917
H -0.4283 2.0496 0.0972
H 0.2145 0.9374 1.4256
H -0.1574 -1.0675 -0.0103
H -0.6048 -0.0783 -1.3426
H -2.4763 -0.6295 1.2076
*
```

As for the LUMO energy: 0.98 eV. The calculation puts the HOMO energy at -8.98 eV.

These are the Mulliken partial charges, in e, on atoms 1 to 2: number 1, C, carries 0.057; number 2, C, carries -0.394

***

2:
The following is a DFT calculation (ωB97M-V with the def2-TZVPD basis set) of a cluster of 2 separate species, C5H8S in total.

```
! RIJCOSX wB97M-V def2-TZVPD def2/J DEFGRID3
* xyz 0 1
C -1.2279 0.6883 -0.3889
C -0.5362 1.1751 0.8971
C -0.4916 -0.2752 0.8024
C 0.6181 -1.0961 0.2898
C 1.1948 -0.4798 -1.0021
H -2.4112 0.9516 -0.4771
H -0.6904 0.5244 -1.5061
H 1.0085 1.3907 0.9176
H -1.3085 1.5585 1.6566
H -1.1582 -0.8964 1.6380
H 0.4202 -2.1344 0.1877
H 0.7136 0.5194 -1.1133
H 1.3278 -1.1171 -1.9801
S 2.5409 -0.8091 0.0783
*
```

As for the LUMO energy: 0.71 eV. The calculation puts the HOMO energy at -8.62 eV.

These are the Mulliken partial charges, in e, on atoms 1 to 2: number 1, C, carries -0.559; number 2, C, carries -0.358

***

Most stable one: 1, least stable one: 2.

***

1:
The following is a DFT calculation (ωB97M-V with the def2-TZVPD basis set) of an isolated molecule of C5H8S.

```
! RIJCOSX wB97M-V def2-TZVPD def2/J DEFGRID3
* xyz 0 1
C 2.7787 -0.4624 -0.3189
C 1.7155 0.2647 -0.3648
C 0.3911 -0.1594 0.0356
C -0.7013 0.5887 0.1186
C -1.8083 -0.1140 0.7352
S -3.1293 -0.2738 -0.6010
H 3.4175 -0.0471 -1.1005
H 2.8458 -1.4156 0.0496
H 1.8813 1.3363 -0.6719
H 0.2404 -1.2815 0.1602
H -0.8247 1.7684 0.3161
H -1.5791 -1.3436 0.6599
H -2.1251 0.0291 1.7954
H -3.1026 1.1102 -0.8134
*
```

As for the LUMO energy: 0.63 eV. The calculation puts the HOMO energy at -8.50 eV.

These are the Mulliken partial charges, in e, on atoms 1 to 2: number 1, C, carries -0.877; number 2, C, carries -0.201

***

2:
The following is a DFT calculation (ωB97M-V with the def2-TZVPD basis set) of an isolated molecule of C5H8S.

```
! RIJCOSX wB97M-V def2-TZVPD def2/J DEFGRID3
* xyz 0 1
C 1.4883 1.5680 -0.0536
C 1.4334 0.2731 0.1605
C 2.4306 -0.8465 -0.3227
C 0.1529 -0.4448 0.7923
C -0.9141 -0.6239 -0.2339
S -2.3783 0.1362 -0.1313
H 2.3877 2.0336 -0.4376
H 0.7047 2.2349 0.0701
H 3.0842 -1.0924 0.4764
H 2.8510 -0.5678 -1.3044
H 1.8878 -1.8332 -0.4998
H -0.1674 0.0915 1.6147
H 0.4163 -1.4107 1.2478
H -0.6584 -1.1911 -1.1226
*
```

As for the LUMO energy: -0.20 eV. The calculation puts the HOMO energy at -8.64 eV.

These are the Mulliken partial charges, in e, on atoms 1 to 2: number 1, C, carries -0.902; number 2, C, carries 0.661

***

3:
The following is a DFT calculation (ωB97M-V with the def2-TZVPD basis set) of an isolated molecule of C5H8S.

```
! RIJCOSX wB97M-V def2-TZVPD def2/J DEFGRID3
* xyz 0 1
C -2.7169 0.6213 -0.1101
C -1.5829 0.1971 -0.0603
C 0.1999 -0.3450 -0.0410
C 0.6327 0.2888 1.2267
C 0.7471 0.3050 -1.2777
S 0.2599 -2.2436 -0.0818
H -3.7049 1.0296 -0.4665
H 0.2644 1.4147 1.2777
H 1.7581 0.1593 1.5672
H 0.0320 -0.1977 1.9974
H 1.1257 1.3886 -1.2193
H 1.7341 -0.2005 -1.4513
H 0.0660 0.1170 -2.1140
H 1.1848 -2.5347 0.7531
*
```

As for the LUMO energy: 0.76 eV. The calculation puts the HOMO energy at -9.53 eV.

These are the Mulliken partial charges, in e, on atoms 1 to 2: number 1, C, carries 0.005; number 2, C, carries -0.670

***

Most stable one: 2, least stable one: 3.